ORCA calculation (the ωB97M-V functional and the def2-TZVPD basis) on a molecular structure, C12H38NO5PSi2 at a distorted geometry.

Each line ends with the Löwdin charge.
Element x y z (Å)
P  -3.15  4.31  -1.76  0.691
Si  -0.78  0.84  -0.37  0.537
Si  -3.18  2.09  -1.48  0.331
O  -4.77  4.87  -1.34  -0.431
O  0.53  -2.85  0.75  -0.072
O  -0.46  -6.55  3.77  -0.068
O  -2.23  1.79  -0.03  -0.482
O  3.02  4.66  -3.31  -0.078
N  -2.79  4.68  -3.46  -0.268
C  1.58  2.45  -1.02  -0.191
C  3.97  6.64  -4.27  -0.067
C  -0.73  -5.23  5.75  -0.065
C  -0.21  -3.85  1.44  -0.503
C  -0.54  -6.63  5.19  -0.499
C  -0.52  -4.99  0.48  -0.062
C  0.36  1.56  -1.74  -0.369
C  0.72  -7.27  5.73  -0.066
C  4.14  5.15  -4.04  -0.503
C  5.42  4.84  -3.28  -0.067
C  -1.49  -3.25  2.00  -0.060
C  -5.05  1.62  -1.33  -0.281
H  0.86  0.65  -2.29  0.085
H  4.15  4.63  -5.01  0.140
H  5.41  5.31  -2.29  0.082
H  0.86  -8.27  5.31  0.081
H  0.69  -7.36  6.82  0.080
H  0.41  -5.41  0.07  0.082
H  3.91  7.18  -3.32  0.082
H  -1.25  -2.42  2.68  0.083
H  -2.07  -3.99  2.55  0.076
H  0.02  0.87  0.88  -0.019
H  -0.02  -2.51  0.02  0.056
H  -0.82  -5.25  6.84  0.080
H  2.42  2.77  -1.76  0.055
H  -1.41  -7.25  5.43  0.140
H  -1.07  -5.79  0.98  0.078
H  5.52  3.76  -3.11  0.081
H  -2.11  -2.83  1.20  0.077
H  0.10  -4.58  5.48  0.082
H  3.00  5.11  -2.45  0.089
H  -1.11  -4.64  -0.37  0.082
H  -5.61  2.23  -2.20  0.054
H  6.30  5.19  -3.83  0.081
H  2.07  1.70  -0.23  0.074
H  0.42  -4.22  2.26  0.122
H  -0.18  2.21  -2.55  0.058
H  -2.31  3.86  -3.88  0.007
H  -1.12  -0.59  -0.56  -0.040
H  -4.66  5.46  -0.53  0.043
H  0.31  -6.00  3.54  0.075
H  1.17  3.43  -0.51  0.083
H  -5.55  2.02  -0.33  0.062
H  -1.64  -4.77  5.34  0.077
H  -5.29  0.49  -1.55  0.042
H  -2.08  5.48  -3.44  0.030
H  3.04  6.85  -4.81  0.080
H  1.61  -6.69  5.46  0.082
H  4.81  7.05  -4.85  0.081
H  -2.63  1.45  -2.67  -0.027

Results
Largest force on an atom   3.29 eV/A
Net charge   0
E_HOMO   -7.98 eV


ORCA calculation (the ωB97M-V functional and the def2-TZVPD basis) on 8 unconnected molecules or ions with the total composition C12H39NO8 at a distorted geometry.

Each line ends with the Löwdin charge.
Element x y z (Å)
O  -0.02  -0.02  2.54  -0.123
O  -3.51  3.48  1.07  -0.049
O  -3.14  0.97  5.81  -0.046
O  3.08  1.58  4.23  -0.139
O  2.60  1.11  1.52  -0.134
O  -4.42  -0.66  3.59  -0.043
O  0.95  -3.06  2.31  -0.052
O  1.78  0.13  -3.97  0.013
N  1.00  -0.37  -2.97  -0.163
C  2.59  -2.34  -2.44  -0.012
C  -0.95  -0.01  -1.44  -0.184
C  0.20  -2.23  -1.40  -0.096
C  -1.24  0.25  -3.86  -0.022
C  2.56  0.15  0.43  -0.107
C  -0.22  0.39  -2.70  -0.489
C  0.51  -2.52  -3.89  -0.041
C  -1.21  -1.50  -1.32  -0.145
C  1.10  -1.81  -2.66  -0.438
C  0.10  1.92  -2.42  -0.019
C  -1.35  0.53  2.44  -0.106
C  2.41  2.88  4.07  -0.129
H  0.99  1.94  -1.80  0.063
H  2.36  -0.86  0.77  0.077
H  -0.67  0.28  -4.79  0.083
H  3.23  -2.20  -3.31  0.076
H  3.10  -1.65  -1.76  0.051
H  -1.67  -1.73  -0.36  0.100
H  0.65  -2.15  2.24  -0.013
H  -1.82  0.71  3.41  0.058
H  2.88  1.97  1.20  0.088
H  -1.68  -0.75  -3.81  0.066
H  0.33  2.38  -3.39  0.077
H  -2.68  3.15  0.74  0.010
H  0.22  -3.30  -1.21  0.114
H  -0.47  -2.92  -3.64  0.075
H  -1.94  0.44  -1.53  0.119
H  -4.73  0.22  3.37  0.034
H  -3.95  1.40  6.08  0.033
H  1.35  2.88  3.83  0.065
H  2.65  3.44  4.97  0.082
H  1.03  -3.48  -3.91  0.075
H  -1.92  -0.24  1.92  0.075
H  -1.29  1.45  1.86  0.072
H  1.85  0.35  -0.38  0.051
H  3.01  1.06  3.43  0.024
H  -0.52  0.33  -0.50  0.103
H  -5.05  -1.25  3.17  0.040
H  3.54  0.07  -0.04  0.079
H  0.68  -1.94  -4.79  0.088
H  -3.21  0.92  4.86  -0.023
H  -1.90  -1.83  -2.10  0.093
H  0.61  0.70  2.45  0.039
H  2.61  -3.34  -1.99  0.085
H  -4.12  3.39  0.34  0.031
H  -0.65  2.50  -1.88  0.074
H  2.84  3.31  3.17  0.057
H  2.56  0.48  -3.54  0.109
H  0.76  -2.03  -0.49  0.078
H  0.16  -3.58  2.29  0.030
H  -2.00  1.02  -3.83  0.087

Results
Largest force on an atom   4.29 eV/A
Net charge   0
E_HOMO   -8.14 eV
Energy above the lowest of the compared OMol25 structures with the same formula, charge and spin   85.7 kcal/mol
SMILES string   CC1(C)CCCC(C)(C)N1O.CO.CO.CO.O.O.O.O


ORCA calculation (the ωB97M-V functional and the def2-TZVPD basis) on 8 unconnected molecules or ions with the total composition C12H40O14 at a distorted geometry.

Each line ends with the Löwdin charge.
Element x y z (Å)
O  -0.92  3.47  1.10  -0.058
O  2.66  -3.77  3.49  -0.077
O  -0.39  0.40  0.70  -0.102
O  -2.64  0.99  -5.56  -0.066
O  -2.35  0.40  2.57  -0.083
O  1.79  1.36  2.16  -0.057
O  3.37  2.04  -0.26  -0.053
O  -0.85  6.55  1.06  -0.051
O  -0.23  -3.08  -3.35  -0.091
O  -0.64  -3.58  -6.22  -0.067
O  -2.38  -1.40  -4.45  -0.041
O  -4.57  -0.54  4.57  -0.038
O  1.51  -1.12  4.34  -0.055
O  -0.27  0.80  -2.88  -0.053
C  2.87  0.60  1.64  -0.233
C  0.63  -3.59  -5.64  -0.220
C  -0.43  0.95  -0.63  -0.220
C  3.81  1.61  1.02  -0.251
C  -2.86  -0.93  2.82  -0.239
C  0.86  -2.05  3.48  -0.253
C  0.56  -2.58  -4.41  -0.206
C  0.24  4.31  1.34  -0.215
C  0.22  5.69  0.72  -0.267
C  1.87  -2.84  2.65  -0.188
C  -3.33  -1.11  4.24  -0.274
C  -0.33  -0.05  -1.76  -0.243
H  -2.28  0.57  -6.34  0.026
H  0.32  -1.50  2.71  0.098
H  1.12  3.80  0.97  0.108
H  3.44  -0.08  2.27  0.118
H  -1.80  -1.94  -3.90  0.009
H  -1.02  -4.45  -6.34  0.093
H  4.01  1.69  -0.89  0.085
H  4.79  1.22  0.76  0.116
H  0.13  1.06  1.16  0.039
H  2.58  -2.21  2.12  0.094
H  -2.74  0.28  -4.93  -0.029
H  1.52  1.07  3.03  0.087
H  0.50  1.49  -0.70  0.118
H  0.54  -0.63  -1.46  0.119
H  0.78  -0.55  4.60  0.083
H  -2.62  -1.99  -5.17  0.057
H  -5.18  -1.27  4.48  0.084
H  -1.28  1.63  -0.73  0.124
H  2.58  -0.04  0.80  0.113
H  1.20  6.18  0.78  0.119
H  0.16  -2.72  3.98  0.125
H  -2.43  -0.88  4.82  0.112
H  -1.19  -0.72  -1.84  0.115
H  -1.13  1.03  -3.25  0.079
H  0.14  -1.61  -4.67  0.113
H  1.54  -3.54  -6.24  0.110
H  -1.67  3.95  1.44  0.089
H  -3.37  -2.15  4.54  0.112
H  -0.52  7.45  0.91  0.083
H  0.28  -3.80  -2.97  0.096
H  0.36  4.40  2.42  0.117
H  -3.69  -0.90  2.11  0.117
H  4.03  2.30  1.84  0.122
H  0.71  -4.64  -5.34  0.108
H  0.21  5.52  -0.35  0.115
H  1.23  -3.27  1.87  0.120
H  -1.69  0.34  1.88  0.010
H  -2.18  -1.72  2.51  0.108
H  1.54  -2.51  -3.94  0.115
H  2.90  -3.41  4.35  0.073

Results
Largest force on an atom   2.35 eV/A
Net charge   0
E_HOMO   -9.48 eV
Energy above the lowest of the compared OMol25 structures with the same formula, charge and spin   79.2 kcal/mol
SMILES string   OCCO.OCCO.OCCO.OCCO.OCCO.OCCO.O.O